# C3H9N3S

An isolated molecule of C3H9N3S at a distorted geometry (ωB97M-V with the def2-TZVPD basis set, the OMol25 dataset).

total charge	0
electronic energy	-18559.4717	eV
energy relative to the best compared isomer or geometry (same formula, charge and spin)	309.5	kJ/mol
Kohn-Sham gap	9.1	eV
strongest force on any atom	6.7	eV/Å

CARTESIAN COORDINATES (ANGSTROEM)
C: 1.4588 0.4804 0.3444
C: 0.8506 -1.4486 -0.6246
C: -1.8117 0.7892 -0.0840
H: 2.4571 -0.0766 0.7555
H: 1.8143 0.7821 -0.8066
H: 1.4327 1.6214 0.9813
H: 1.2849 -2.3245 -0.0101
H: 0.0315 -1.9034 -1.1917
H: 1.7075 -1.0756 -1.2257
H: -0.1275 0.7801 -1.2500
H: -2.7740 0.6719 1.6902
H: -1.3537 -0.4003 1.5091
N: 0.2952 -0.3509 0.2039
N: -0.6618 0.2342 -0.4973
N: -2.2050 0.0433 1.0043
S: -2.3990 2.1773 -0.7987

Partial atomic charges computed with the natural (NBO) method, in multiples of e: -0.46 -0.44 0.28 0.24 0.16 0.24 0.21 0.23 0.19 0.36 0.40 0.41 -0.31 -0.46 -0.82 -0.22

=====

# C3H8N2O2

The ion C3H8N2O2 with charge +1 at a distorted geometry (ωB97M-V with the def2-TZVPD basis set, the OMol25 dataset).

total charge	+1
spin multiplicity	2
electronic energy	-10306.7521	eV
energy relative to the best compared isomer or geometry (same formula, charge and spin)	127.5	kJ/mol
Kohn-Sham gap (spin up / spin down)	10.5 / 5.3	eV
strongest force on any atom	3.5	eV/Å

CARTESIAN COORDINATES (ANGSTROEM)
C: 0.6910 0.2371 -1.3240
N: 0.9131 0.7070 0.0267
C: 0.4195 0.0596 1.1827
O: 1.1673 0.1850 2.2872
O: -0.5923 -0.5751 1.1131
C: -0.5874 -0.5417 -1.6480
N: -1.8692 -0.0340 -1.4382
H: 1.4823 -0.5606 -1.2451
H: 1.0497 0.9966 -2.0262
H: 1.5729 1.4721 0.1669
H: 0.4548 0.0415 2.9423
H: -0.4736 -0.8789 -2.7104
H: -0.3918 -1.5577 -1.2309
H: -2.6223 -0.1119 -2.1022
H: -2.3374 0.2401 -0.5908

Partial atomic charges computed with the natural (NBO) method, in multiples of e: -0.22 -0.66 0.89 -0.64 -0.67 -0.34 -0.25 0.24 0.25 0.43 0.51 0.27 0.35 0.41 0.43

=====

# C2H16N2O4

A cluster of 5 separate species, C2H16N2O4 in total at a distorted geometry (ωB97M-V with the def2-TZVPD basis set, the OMol25 dataset).

total charge	0
electronic energy	-13502.5767	eV
energy relative to the best compared isomer or geometry (same formula, charge and spin)	227.2	kJ/mol
Kohn-Sham gap	10.1	eV
strongest force on any atom	5.9	eV/Å

CARTESIAN COORDINATES (ANGSTROEM)
N: 0.5041 -1.4704 -1.3119
C: -0.9218 -1.5026 -1.5147
C: -1.6432 -1.6939 -0.2619
N: -1.9709 -0.2468 0.2554
H: 0.8853 -0.4389 -1.3442
H: 1.0659 -2.1323 -1.7613
H: -1.1409 -2.3034 -2.2621
H: -1.2408 -0.6720 -2.1737
H: -2.7539 -1.9247 -0.4875
H: -1.1531 -2.1632 0.5723
H: -2.5917 -0.3821 1.0263
H: -1.2060 0.2193 0.6781
H: 1.6825 2.2443 -1.9262
H: 0.3080 1.9727 -1.2925
O: 1.0191 1.4963 -1.8184
H: -0.4910 3.2917 1.5862
H: 0.6267 2.3465 0.8528
O: -0.0843 3.0648 0.7933
H: 1.3589 0.1309 1.5497
H: 1.6557 1.1840 2.7724
O: 1.0737 1.1087 1.9333
H: 0.6051 -1.8790 1.8293
H: 1.1218 -1.5561 0.3413
O: 1.3572 -1.5121 1.3536

Partial atomic charges computed with the natural (NBO) method, in multiples of e: -0.90 -0.26 -0.24 -0.85 0.43 0.38 0.19 0.22 0.21 0.19 0.34 0.35 0.49 0.50 -0.97 0.47 0.51 -1.02 0.52 0.48 -1.03 0.48 0.50 -0.99

=====

# C8H10N2O2

An isolated molecule of C8H10N2O2 at a distorted geometry (ωB97M-V with the def2-TZVPD basis set, the OMol25 dataset).

total charge	0
spin multiplicity	3
electronic energy	-15525.5224	eV
energy relative to the best compared isomer or geometry (same formula, charge and spin)	227.1	kJ/mol
Kohn-Sham gap (spin up / spin down)	6.5 / 6.9	eV
strongest force on any atom	7.2	eV/Å

CARTESIAN COORDINATES (ANGSTROEM)
C: 3.4525 -0.7351 0.6156
C: 3.5866 -0.3434 -0.7797
C: 2.2299 -0.1754 0.9257
C: -0.7832 -0.0890 -0.0307
C: -3.0845 -0.9424 -0.6112
C: -2.9704 -0.3191 0.7408
C: -2.1252 0.2523 -0.3739
C: 0.3466 0.9402 -0.4946
N: 2.5393 0.2607 -1.1709
N: 1.7625 0.5147 -0.1944
O: -0.3857 -1.0904 0.4809
O: -0.0487 2.1017 0.2740
H: 3.9770 -1.1106 1.4491
H: 4.2509 -0.4951 -1.6018
H: 1.5570 -0.0302 1.7406
H: 0.5148 1.2448 -1.6276
H: -2.5473 -1.7806 -0.8628
H: -3.9290 -0.8226 -1.3635
H: -3.9349 0.0912 1.1068
H: -2.5067 -0.8359 1.4871
H: -2.3560 1.3158 -0.8142
H: 0.4546 2.0485 1.1050

Partial atomic charges computed with the natural (NBO) method, in multiples of e: -0.33 -0.05 -0.06 0.16 -0.42 -0.41 -0.27 0.25 -0.25 -0.20 -0.27 -0.68 0.24 0.22 0.21 0.24 0.21 0.22 0.22 0.21 0.26 0.48

=====

# C37H36AsI2N3OPZr

A structure of composition C37H36AsI2N3OPZr at a distorted geometry (ωB97M-V with the def2-TZVPD basis set, the OMol25 dataset).

total charge	+3
electronic energy	-133058.4515	eV
energy relative to the best compared isomer or geometry (same formula, charge and spin)	0.0	kJ/mol
Kohn-Sham gap	4.9	eV
strongest force on any atom	1.2	eV/Å

CARTESIAN COORDINATES (ANGSTROEM)
Zr: 0.2295 0.7756 0.4636
I: -3.8466 -2.4003 -0.0620
C: -2.4501 -2.3580 1.4565
C: -2.5755 -3.2186 2.5803
C: -1.6668 -3.2122 3.6061
I: -1.9317 -4.5107 5.2011
C: -0.5540 -2.3112 3.5675
C: 0.4430 -2.1772 4.5499
C: 1.4517 -1.2484 4.3954
C: 1.4728 -0.4469 3.2601
N: 0.5578 -0.5456 2.2933
C: -0.4475 -1.4709 2.4466
C: -1.3839 -1.5077 1.4012
O: -1.1196 -0.6171 0.3975
H: -3.4163 -3.8968 2.6142
H: 0.4144 -2.8076 5.4293
H: 2.2253 -1.1381 5.1409
H: 2.2556 0.2958 3.1319
N: 0.0708 0.5441 -1.8607
C: 0.8656 -0.6189 -2.3472
C: 2.2591 -0.4798 -1.7797
N: 2.1377 -0.3830 -0.2908
H: -0.9132 0.4158 -2.1006
H: 0.3743 1.3948 -2.3409
H: 0.8810 -0.6641 -3.4369
H: 0.3810 -1.5262 -1.9779
H: 2.7327 0.4377 -2.1353
H: 2.8927 -1.3214 -2.0597
H: 3.0274 -0.0609 0.0941
H: 2.0247 -1.3268 0.0877
C: -2.6153 4.1297 0.1148
C: -3.8865 3.6650 0.8048
As: -5.1757 5.1717 1.1104
C: -5.1001 5.9093 -0.6916
C: -6.1626 5.5658 -1.5242
C: -6.1962 6.0043 -2.8416
C: -5.1713 6.7964 -3.3334
C: -4.1109 7.1513 -2.5080
C: -4.0732 6.7091 -1.1940
C: -3.9112 6.3387 2.0416
C: -4.0132 7.7203 1.8934
C: -3.2098 8.5739 2.6361
C: -2.2947 8.0606 3.5427
C: -2.1941 6.6871 3.7106
C: -2.9968 5.8330 2.9668
P: -1.2396 2.9315 0.2662
C: 0.2825 3.5082 -0.5309
C: 1.5570 3.0608 -0.1332
C: 2.6699 3.2287 -0.9642
C: 2.5245 3.8322 -2.2001
C: 1.2687 4.2904 -2.5984
C: 0.1584 4.1175 -1.7861
C: -0.8113 2.6103 2.0046
C: -1.6513 1.6687 2.6437
C: -1.5510 1.4541 4.0100
C: -0.6069 2.1541 4.7488
C: 0.2314 3.0861 4.1352
C: 0.1244 3.3272 2.7789
H: -2.2213 5.0512 0.5605
H: -2.7898 4.3055 -0.9485
H: -3.6997 3.2554 1.7972
H: -4.4050 2.9070 0.2168
H: -6.9828 4.9700 -1.1397
H: -7.0334 5.7444 -3.4742
H: -5.2073 7.1559 -4.3524
H: -3.3261 7.7946 -2.8831
H: -3.2577 7.0255 -0.5516
H: -4.7297 8.1422 1.1976
H: -3.3088 9.6434 2.5125
H: -1.6780 8.7279 4.1283
H: -1.5090 6.2842 4.4458
H: -2.9328 4.7643 3.1537
H: 1.7505 2.7497 0.8953
H: 3.6517 2.9360 -0.6136
H: 3.3837 3.9842 -2.8377
H: 1.1579 4.7932 -3.5496
H: -0.8061 4.4746 -2.1251
H: -2.4078 1.1359 2.0714
H: -2.2199 0.7579 4.4977
H: -0.5354 1.9935 5.8162
H: 0.9389 3.6501 4.7277
H: 0.7291 4.1025 2.3235

Partial atomic charges computed with the Löwdin method, in multiples of e: 1.70 1.06 -0.64 -0.18 -0.65 1.08 -0.19 0.03 0.00 -0.10 -0.04 -0.18 -0.39 -0.32 0.10 0.09 0.13 0.13 -0.06 -0.18 -0.18 -0.06 0.12 0.10 0.14 0.13 0.12 0.14 0.12 0.12 -0.37 -0.42 1.34 -0.43 -0.12 -0.06 -0.06 -0.07 -0.14 -0.43 -0.11 -0.05 -0.07 -0.09 -0.14 1.03 -0.40 -0.22 -0.06 -0.03 -0.01 -0.06 -0.47 -0.13 -0.03 0.00 -0.02 -0.07 0.09 0.08 0.03 0.07 0.10 0.11 0.11 0.11 0.09 0.11 0.12 0.11 0.10 0.08 0.08 0.13 0.13 0.13 0.12 0.12 0.13 0.13 0.13 0.12

=====

# C32H12F22NO3ReS

A structure of composition C32H12F22NO3ReS at a distorted geometry (ωB97M-V with the def2-TZVPD basis set, the OMol25 dataset).

total charge	+2
electronic energy	-113740.4534	eV
energy relative to the best compared isomer or geometry (same formula, charge and spin)	110.8	kJ/mol
Kohn-Sham gap (spin up / spin down)	6.0 / 6.0	eV
strongest force on any atom	3.7	eV/Å

CARTESIAN COORDINATES (ANGSTROEM)
Re: 13.4892 12.5157 8.8220
C: 19.9678 9.9912 8.5248
C: 18.5669 10.4519 8.8745
C: 18.4332 11.5129 9.7488
C: 17.2451 12.0130 10.1264
C: 16.0636 11.4366 9.5914
N: 14.7867 12.0389 10.0439
C: 14.7056 12.1095 11.5428
C: 15.4964 11.1450 12.2334
C: 15.5070 11.1770 13.6108
C: 14.7917 12.1316 14.2863
C: 14.6958 12.2603 15.8141
C: 13.9897 13.0207 13.5664
C: 13.9159 13.0701 12.1655
C: 13.1809 14.1008 11.4130
O: 13.0032 13.7400 10.0830
C: 14.1329 15.3424 11.3502
F: 15.2583 14.8778 10.7405
F: 13.6840 16.3632 10.6858
F: 14.4706 15.6958 12.5497
C: 11.7476 14.4441 11.9272
F: 11.2253 15.4350 11.1630
F: 11.7413 14.8824 13.1575
F: 10.9613 13.3572 11.7782
C: 16.1617 10.4047 8.6589
C: 17.4217 9.9241 8.3395
C: 14.9061 9.9719 7.9150
O: 14.1165 11.1493 7.8314
C: 15.0890 9.5495 6.4040
F: 13.8567 9.4139 5.9029
F: 15.7646 10.4658 5.7201
F: 15.7635 8.3996 6.2728
C: 14.0690 8.8739 8.7461
F: 14.7084 7.7362 8.5481
F: 12.1627 7.9612 6.9298
F: 14.0497 9.2370 9.9867
H: 20.3236 10.8045 7.8524
H: 19.9796 9.0070 8.0575
H: 20.5555 10.0281 9.4337
H: 19.3273 12.0573 10.1097
H: 17.0906 12.9051 10.7747
H: 15.9757 10.3570 11.7125
H: 16.0876 10.4263 14.1832
H: 14.8894 13.2982 16.1168
H: 15.4691 11.6223 16.2465
H: 13.7375 11.9216 16.1883
H: 13.4578 13.7142 14.2153
H: 17.4694 9.0050 7.7344
F: 9.3074 5.7978 12.1326
C: 10.0307 6.4406 11.2707
C: 9.7581 7.8186 11.0534
F: 8.8371 8.3534 11.8235
C: 10.4893 8.5134 10.1310
F: 10.3306 9.8098 10.0148
C: 11.4535 7.8705 9.3625
S: 12.2299 8.8980 8.2420
C: 11.7561 6.5019 9.6108
F: 12.6400 5.8647 8.8798
C: 11.0322 5.7794 10.5550
F: 11.3124 4.5058 10.8092
F: 7.1259 14.2642 5.8789
C: 8.3383 13.9357 6.2462
C: 8.5667 12.5798 6.5267
F: 7.6298 11.6481 6.3941
C: 9.7990 12.2416 7.0472
F: 10.0824 11.0139 7.4046
C: 10.8010 13.1973 7.2520
O: 11.9981 12.8424 7.6874
C: 10.5565 14.5811 6.9759
F: 11.5079 15.4535 7.1967
C: 9.2725 14.9457 6.4492
F: 8.9893 16.2247 6.1863

Partial atomic charges computed with the Löwdin method, in multiples of e: 1.87 -0.01 -0.23 -0.02 0.00 -0.20 -0.11 -0.14 0.01 0.00 -0.22 -0.01 0.05 -0.08 -0.26 -0.23 -0.59 0.14 0.24 0.24 -0.54 0.17 0.22 0.17 -0.09 0.04 -0.23 -0.30 -0.55 0.16 0.22 0.18 -0.56 0.18 -0.20 0.17 0.11 0.09 0.09 0.15 0.15 0.11 0.14 0.10 0.08 0.09 0.14 0.15 0.23 -0.08 -0.11 0.18 -0.23 0.14 -0.26 1.40 -0.16 0.17 -0.10 0.18 0.18 -0.13 -0.12 0.16 -0.16 0.11 -0.20 -0.23 -0.10 0.16 -0.09 0.15